C2H4BrClO2S | ωB97M-V/def2-TZVPD

Values from the calculation:
- relative energy (zero: lowest compared OMol25 entry of this formula, charge and spin) (kcal/mol) = 41.15
- HOMO-LUMO gap (alpha / beta) (eV) = 6.7 / 6.8

The geometry in XYZ format:
```
11
C2H4BrClO2S (ωB97M-V/def2-TZVPD)
C 1.08 0.53 0.85
C 0.83 0.32 -0.63
O -1.93 0.36 0.29
O -1.49 -0.76 -1.79
S -1.20 -0.70 -0.35
Cl 0.25 1.53 -1.60
Br -2.35 -2.71 0.54
H 1.46 -0.26 1.32
H 1.82 1.29 0.87
H 0.25 0.93 1.47
H 1.28 -0.53 -0.97
```

=====

C2H4BrN | ωB97M-V/def2-TZVPD

Values from the calculation:
- structure (SMILES) = C/C=N/Br
- relative energy (zero: lowest compared OMol25 entry of this formula, charge and spin) (kcal/mol) = 38.24
- HOMO-LUMO gap (eV) = 10.1

The geometry in XYZ format:
```
8
C2H4BrN (ωB97M-V/def2-TZVPD)
C 0.22 -0.37 0.02
C -1.25 -0.14 0.26
N -2.21 -0.24 -0.51
Br -3.93 0.07 0.01
H 0.37 -0.93 -0.96
H 0.61 -0.90 0.90
H 0.77 0.69 0.03
H -1.34 0.04 1.53
```

=====

C2H4BrN4O2 | ωB97M-V/def2-TZVPD

Values from the calculation:
- net charge = +1
- multiplicity = 3
- HOMO-LUMO gap (alpha / beta) (eV) = 6.0 / 6.6

The geometry in XYZ format:
```
13
C2H4BrN4O2 (ωB97M-V/def2-TZVPD)
C -0.10 -0.63 0.85
C 1.82 -0.65 -0.51
N -1.35 -0.83 0.99
N 0.68 -0.11 -0.20
N 0.45 1.70 -0.43
N -2.33 -0.35 0.27
O 1.31 2.18 -0.95
O -0.65 1.75 -0.05
Br 2.91 0.07 -1.74
H 0.60 -1.23 1.58
H 2.11 -1.57 0.02
H -3.26 -0.65 0.59
H -2.19 0.32 -0.40
```

=====

C2H4BrNO3 | ωB97M-V/def2-TZVPD

Values from the calculation:
- structure (SMILES) = CC(=O)Br.O=NO
- relative energy (zero: lowest compared OMol25 entry of this formula, charge and spin) (kcal/mol) = 11.83
- HOMO-LUMO gap (eV) = 10.0

The geometry in XYZ format:
```
11
C2H4BrNO3 (ωB97M-V/def2-TZVPD)
C -1.30 0.25 -0.40
C -0.68 0.95 0.71
O -0.89 0.92 1.87
Br 0.82 2.11 0.25
H -1.51 0.94 -1.15
H -0.52 -0.50 -0.90
H -2.18 -0.22 -0.06
O 1.19 -2.29 0.92
N 1.71 -1.25 0.53
O 1.58 -0.93 -0.88
H 1.79 0.02 -0.89
```

=====

C2H4BrOP | ωB97M-V/def2-TZVPD

Values from the calculation:
- structure (SMILES) = O=PCCBr
- relative energy (zero: lowest compared OMol25 entry of this formula, charge and spin) (kcal/mol) = 36.12
- HOMO-LUMO gap (eV) = 8.4

The geometry in XYZ format:
```
9
C2H4BrOP (ωB97M-V/def2-TZVPD)
O 1.94 0.50 -0.92
P 2.06 -0.48 0.18
C 0.17 -0.75 0.53
C -0.67 0.64 -0.30
Br -2.46 0.12 -0.51
H -0.21 -0.88 1.60
H -0.21 -1.63 0.08
H -0.10 1.02 -1.17
H -0.51 1.45 0.51
```

=====

C2H4Cl2OS | ωB97M-V/def2-TZVPD

Values from the calculation:
- structure (SMILES) = C=CCl.OSCl
- relative energy (zero: lowest compared OMol25 entry of this formula, charge and spin) (kcal/mol) = 26.52
- HOMO-LUMO gap (eV) = 9.3

The geometry in XYZ format:
```
10
C2H4Cl2OS (ωB97M-V/def2-TZVPD)
C 0.03 1.33 0.29
C 1.22 1.08 -0.06
Cl 1.68 -0.59 -0.38
H -0.44 2.31 0.47
H -0.72 0.42 0.22
H 2.05 1.89 -0.15
O 0.74 -3.93 1.74
S 1.69 -4.15 0.50
Cl 3.19 -2.92 0.81
H 0.18 -3.21 1.38
```

=====

C2H4Cl2OS2 | ωB97M-V/def2-TZVPD

Values from the calculation:
- structure (SMILES) = OC(=S)S.ClCCl
- HOMO-LUMO gap (eV) = 9.1

The geometry in XYZ format:
```
11
C2H4Cl2OS2 (ωB97M-V/def2-TZVPD)
O 1.53 -0.97 -1.03
C 1.47 -0.11 -0.02
S 1.33 -0.60 1.52
S 1.56 1.58 -0.56
H 1.61 -0.52 -1.89
H 1.47 2.12 0.66
Cl -2.81 0.69 0.20
C -1.21 -0.02 0.44
Cl -0.80 -1.22 -0.80
H -1.20 -0.51 1.40
H -0.47 0.77 0.40
```

=====

C2H4Cl2OSi | ωB97M-V/def2-TZVPD

Values from the calculation:
- structure (SMILES) = C=C[Si](O)(Cl)Cl
- relative energy (zero: lowest compared OMol25 entry of this formula, charge and spin) (kcal/mol) = 14.66
- HOMO-LUMO gap (eV) = 10.5

The geometry in XYZ format:
```
10
C2H4Cl2OSi (ωB97M-V/def2-TZVPD)
C 1.59 -0.57 -0.67
C 0.37 -0.13 -0.93
Si -0.82 0.63 0.30
O -2.21 -0.15 0.54
Cl -1.20 2.56 0.15
Cl 0.30 0.36 2.67
H 2.22 -0.99 -1.44
H 1.99 -0.54 0.33
H 0.01 -0.18 -1.95
H -2.24 -0.98 1.01
```

=====

C2H4Cl2Si | ωB97M-V/def2-TZVPD

Values from the calculation:
- relative energy (zero: lowest compared OMol25 entry of this formula, charge and spin) (kcal/mol) = 131.78
- HOMO-LUMO gap (eV) = 8.6

The geometry in XYZ format:
```
9
C2H4Cl2Si (ωB97M-V/def2-TZVPD)
C -0.81 -0.80 -1.77
C 0.50 -0.65 -1.83
Si 0.56 0.78 1.47
Cl -1.86 -0.75 -0.36
Cl 1.36 -0.42 -0.16
H -1.53 -1.01 -2.60
H 0.26 -0.37 2.16
H 1.92 1.28 1.83
H -0.40 1.94 1.25
```

=====

C2H4Cl3N | ωB97M-V/def2-TZVPD

Values from the calculation:
- relative energy (zero: lowest compared OMol25 entry of this formula, charge and spin) (kcal/mol) = 55.37
- HOMO-LUMO gap (eV) = 9.4

The geometry in XYZ format:
```
10
C2H4Cl3N (ωB97M-V/def2-TZVPD)
C 1.92 -0.05 0.02
C -2.33 -0.66 -0.34
N 2.19 1.15 0.34
Cl 3.24 -1.14 0.31
Cl -1.27 0.53 0.40
Cl -3.64 -1.28 0.74
H -1.88 -1.59 -0.75
H -2.94 -0.30 -1.30
H 1.67 1.93 -0.09
H 3.04 1.41 0.66
```

=====

C2H4Cl3NO | ωB97M-V/def2-TZVPD

Values from the calculation:
- relative energy (zero: lowest compared OMol25 entry of this formula, charge and spin) (kcal/mol) = 90.47
- HOMO-LUMO gap (alpha / beta) (eV) = 9.0 / 7.8

The geometry in XYZ format:
```
11
C2H4Cl3NO (ωB97M-V/def2-TZVPD)
C -0.01 0.36 -0.28
C -2.34 1.28 1.89
N -1.27 -0.05 -0.25
O 1.00 -0.09 0.61
Cl -0.94 2.13 2.28
Cl -2.66 -0.10 2.91
Cl -3.57 2.01 1.14
H 0.05 1.46 0.02
H 0.45 0.09 -1.17
H -1.29 -0.93 0.27
H 0.70 -0.36 1.53
```

=====

C2H4ClF | ωB97M-V/def2-TZVPD

Values from the calculation:
- relative energy (zero: lowest compared OMol25 entry of this formula, charge and spin) (kcal/mol) = 73.62
- HOMO-LUMO gap (eV) = 9.8

The geometry in XYZ format:
```
8
C2H4ClF (ωB97M-V/def2-TZVPD)
C 1.03 -1.04 0.54
C -1.55 1.31 -0.39
F -2.06 2.49 -0.08
Cl -1.79 1.09 -2.01
H 1.17 -0.59 1.55
H 0.24 -0.50 0.00
H 1.92 -0.66 -0.04
H 1.03 -2.10 0.44
```

=====

C2H4ClF | ωB97M-V/def2-TZVPD

Values from the calculation:
- relative energy (zero: lowest compared OMol25 entry of this formula, charge and spin) (kcal/mol) = 107.04
- HOMO-LUMO gap (alpha / beta) (eV) = 8.7 / 9.0

The geometry in XYZ format:
```
8
C2H4ClF (ωB97M-V/def2-TZVPD)
C -1.05 0.64 0.48
C 1.16 -0.77 -0.71
F -1.90 -0.32 0.00
Cl 2.26 -0.02 0.36
H -1.14 1.71 0.27
H -0.64 0.21 1.43
H 0.39 -1.24 -0.25
H 0.92 -0.22 -1.57
```

=====

C2H4ClF | ωB97M-V/def2-TZVPD

Values from the calculation:
- relative energy (zero: lowest compared OMol25 entry of this formula, charge and spin) (kcal/mol) = 78.70
- HOMO-LUMO gap (eV) = 10.4

The geometry in XYZ format:
```
8
C2H4ClF (ωB97M-V/def2-TZVPD)
C -0.11 0.33 0.41
C -1.21 -0.18 -0.12
H 0.44 -0.09 1.25
H -1.62 -1.10 0.28
H -1.70 0.30 -0.96
H 1.69 -0.82 -0.82
F 0.45 1.47 -0.04
Cl 2.08 0.09 0.00
```

=====

C2H4ClFN2 | ωB97M-V/def2-TZVPD

Values from the calculation:
- structure (SMILES) = N/N=C/[C@H](F)Cl
- relative energy (zero: lowest compared OMol25 entry of this formula, charge and spin) (kcal/mol) = 26.47
- HOMO-LUMO gap (eV) = 10.6

The geometry in XYZ format:
```
10
C2H4ClFN2 (ωB97M-V/def2-TZVPD)
N -1.51 0.86 1.12
N -0.70 0.69 0.08
C 0.15 -0.22 0.12
C 1.12 -0.34 -1.01
F 1.04 -1.60 -1.56
Cl 2.79 -0.11 -0.46
H -1.68 0.01 1.71
H -2.37 1.32 0.89
H 0.19 -0.97 0.98
H 0.99 0.37 -1.86
```

=====

C2H4ClFO | ωB97M-V/def2-TZVPD

Values from the calculation:
- structure (SMILES) = OC[C@H](F)Cl
- relative energy (zero: lowest compared OMol25 entry of this formula, charge and spin) (kcal/mol) = 16.81
- HOMO-LUMO gap (eV) = 11.5

The geometry in XYZ format:
```
9
C2H4ClFO (ωB97M-V/def2-TZVPD)
O -1.35 -1.00 0.07
C -0.62 0.11 -0.36
C 0.79 0.38 0.37
F 1.03 1.71 -0.11
Cl 1.87 -1.03 -0.13
H -0.78 -1.72 0.40
H -0.27 0.03 -1.43
H -1.37 1.04 -0.21
H 0.70 0.49 1.41
```

=====

C2H4ClFO | ωB97M-V/def2-TZVPD

Values from the calculation:
- structure (SMILES) = OC[C@H](F)Cl
- relative energy (zero: lowest compared OMol25 entry of this formula, charge and spin) (kcal/mol) = 32.36
- HOMO-LUMO gap (eV) = 11.6

The geometry in XYZ format:
```
9
C2H4ClFO (ωB97M-V/def2-TZVPD)
O -1.36 -0.77 0.26
C -0.46 0.33 -0.43
C 0.75 0.21 0.48
F 1.46 1.38 0.03
Cl 1.91 -1.02 -0.04
H -1.34 -1.65 -0.25
H -0.34 0.08 -1.37
H -1.03 1.10 -0.17
H 0.41 0.33 1.50
```

=====

C2H4ClFO2 | ωB97M-V/def2-TZVPD

Values from the calculation:
- structure (SMILES) = COC(=O)Cl.F
- relative energy (zero: lowest compared OMol25 entry of this formula, charge and spin) (kcal/mol) = 10.84
- HOMO-LUMO gap (eV) = 12.1

The geometry in XYZ format:
```
10
C2H4ClFO2 (ωB97M-V/def2-TZVPD)
C 0.52 0.65 -0.35
O -0.84 0.99 -0.50
C -1.76 0.34 0.15
O -1.54 -0.52 1.02
Cl -3.27 1.13 0.01
H 0.78 0.23 -1.45
H 0.60 -0.06 0.39
H 1.22 1.53 -0.16
F -2.43 -2.37 -0.15
H -2.12 -1.89 0.60
```

=====

C2H4ClI | ωB97M-V/def2-TZVPD

Values from the calculation:
- relative energy (zero: lowest compared OMol25 entry of this formula, charge and spin) (kcal/mol) = 73.79
- HOMO-LUMO gap (eV) = 7.7

The geometry in XYZ format:
```
8
C2H4ClI (ωB97M-V/def2-TZVPD)
C -1.34 0.50 -0.22
C 1.85 -0.89 0.90
Cl 1.72 -2.37 0.06
I 3.10 0.55 0.03
H -0.84 1.21 -0.97
H -1.85 -0.35 -0.70
H -0.61 0.25 0.54
H -2.02 1.10 0.36
```

=====

C2H4ClN2 | ωB97M-V/def2-TZVPD

Values from the calculation:
- structure (SMILES) = CN1[NH+]=C1Cl
- relative energy (zero: lowest compared OMol25 entry of this formula, charge and spin) (kcal/mol) = 103.27
- net charge = +1
- HOMO-LUMO gap (eV) = 9.5

The geometry in XYZ format:
```
9
C2H4ClN2 (ωB97M-V/def2-TZVPD)
C -0.39 0.64 0.04
N -0.58 -0.75 0.18
N 0.11 -2.08 0.46
C -1.29 -1.71 0.64
Cl -3.02 -2.16 1.41
H 0.64 0.88 -0.24
H -0.83 1.03 -0.93
H -0.55 1.17 0.97
H 0.69 -2.25 1.38
```

=====

no.,energy (eV)
1,-99630.743
2,-73669.334
3,-82220.068
4,-79810.669
5,-83515.989
6,-40064.342
7,-50899.777
8,-37111.438
9,-35056.854
10,-41193.891
11,-43239.349
12,-17375.728
13,-17374.278
14,-17375.507
15,-20357.725
16,-19425.169
17,-19424.495
18,-21473.189
19,-22758.530
20,-17628.608